# 1
{
  "formula": "C29H30F5O6Tc",
  "method": "ωB97M-V/def2-TZVPD",
  "symbols": ["C", "C", "C", "C", "H", "H", "C", "H", "H", "C", "H", "H", "C", "C", "C", "O", "O", "O", "O", "C", "H", "H", "H", "C", "H", "H", "H", "O", "H", "H", "C", "C", "H", "H", "H", "H", "H", "H", "Tc", "C", "C", "C", "H", "C", "C", "H", "H", "H", "H", "C", "C", "C", "H", "C", "C", "H", "H", "H", "H", "F", "C", "C", "F", "C", "F", "C", "O", "C", "F", "C", "F"],
  "positions_angstrom": [[-2.6663, 2.0344, -3.1684], [-2.4283, 1.8253, -1.6510], [-1.2931, 1.8179, -3.8224], [-0.3024, 2.3615, -2.7858], [-1.2989, 2.3442, -4.7798], [-1.1519, 0.7480, -3.9925], [-1.0844, 2.4955, -1.4192], [-2.3779, 0.7493, -1.4573], [-3.2481, 2.2483, -1.0634], [-0.1653, 1.8736, -0.3591], [-1.2619, 3.5622, -1.2025], [0.0111, 3.3675, -3.1142], [0.9308, 1.4812, -2.3798], [-3.7137, 1.1301, -3.7642], [-3.1648, 3.4703, -3.4525], [-2.8262, 4.1101, -4.4359], [-4.0754, 0.0846, -3.2410], [-4.2262, 1.5783, -4.9224], [-3.9916, 3.9540, -2.4903], [-5.4385, 3.8907, -2.6102], [-5.7802, 3.3569, -1.7243], [-5.7863, 3.3813, -3.5154], [-5.8151, 4.9131, -2.6003], [-5.2105, 0.6893, -5.4923], [-4.8639, -0.3525, -5.5490], [-5.4078, 1.0819, -6.4892], [-6.1193, 0.7242, -4.8799], [1.1306, 1.6435, -0.9420], [-0.5294, 0.8930, -0.0024], [-0.0675, 2.5400, 0.5122], [2.1738, 1.9446, -3.1328], [0.7106, -0.0232, -2.6191], [0.7100, -0.2664, -3.6886], [-0.2226, -0.3657, -2.1529], [1.5260, -0.5840, -2.1410], [3.0254, 1.2996, -2.8960], [2.4301, 2.9824, -2.8930], [1.9997, 1.8866, -4.2154], [0.9792, -1.4305, 2.9427], [2.1073, -0.2810, 4.4665], [1.8634, 0.6956, 3.4461], [0.4598, 0.8580, 3.2934], [2.6519, 1.2044, 2.8883], [-0.1952, -0.0612, 4.1849], [0.8325, -0.7439, 4.9535], [0.6981, -1.4076, 5.7980], [3.0772, -0.5078, 4.8995], [-0.0199, 1.6195, 2.6734], [-1.2639, -0.0967, 4.3934], [0.9192, -3.5840, 2.0155], [0.7139, -3.4979, 3.4493], [-0.5330, -2.8021, 3.6520], [1.2328, -4.0608, 4.2118], [-1.0224, -2.3820, 2.3659], [-0.1442, -2.9146, 1.3653], [-0.2770, -2.8676, 0.2792], [1.7248, -4.1259, 1.5177], [-1.0388, -2.7372, 4.6074], [-1.9943, -1.9228, 2.1789], [7.0304, -4.7886, 4.2967], [5.9892, -4.0643, 3.8535], [6.0039, -3.5595, 2.5440], [7.0442, -3.7975, 1.7198], [4.9361, -2.8078, 2.0992], [4.8640, -2.3030, 0.8442], [3.8493, -2.5704, 2.9648], [2.8454, -1.8772, 2.4663], [3.8765, -3.0763, 4.2791], [2.8607, -2.8668, 5.1598], [4.9263, -3.8243, 4.7289], [4.8721, -4.2897, 5.9948]],
  "e_homo_ev": [-0.8, -3.5],
  "charge": -1,
  "multiplicity": 4,
  "homo_lumo_gap_ev": [2.74, 5.39],
  "total_energy_ev": -58626.30302,
  "de_lowest_ev": 1.1154,
  "s_squared": 3.772
}

---

# 2
{
  "formula": "C29H30FInN4O9S3",
  "method": "ωB97M-V/def2-TZVPD",
  "symbols": ["In", "C", "C", "C", "C", "C", "C", "C", "S", "O", "O", "N", "C", "C", "O", "O", "H", "H", "H", "H", "H", "H", "H", "H", "H", "N", "S", "C", "C", "C", "C", "C", "C", "C", "C", "C", "C", "C", "C", "H", "H", "H", "H", "H", "H", "H", "H", "H", "H", "H", "C", "S", "C", "O", "H", "H", "H", "H", "H", "H", "F", "C", "C", "N", "C", "C", "O", "O", "C", "O", "N", "C", "O", "H", "H", "H", "H"],
  "positions_angstrom": [[-0.2238, 0.2901, -0.9594], [3.8142, -5.1420, -3.2516], [3.5935, -3.9287, -2.3892], [3.1363, -2.7344, -2.9400], [2.9151, -1.6149, -2.1506], [3.1480, -1.7003, -0.7860], [3.6149, -2.8748, -0.2119], [3.8381, -3.9803, -1.0175], [2.7290, -0.3376, 0.2576], [3.4218, -0.4876, 1.5124], [2.9673, 0.8554, -0.5287], [1.1537, -0.5121, 0.4667], [0.6360, -0.5474, 1.8287], [-0.8892, -0.4061, 1.8552], [-1.4751, -0.4493, 2.9217], [-1.4766, -0.2112, 0.7110], [3.9729, -4.8619, -4.2922], [2.9485, -5.8073, -3.2162], [4.6794, -5.7127, -2.9145], [2.9588, -2.6708, -4.0071], [2.5680, -0.6878, -2.5946], [3.8092, -2.9065, 0.8520], [4.2175, -4.8953, -0.5774], [1.0357, 0.2539, 2.4567], [0.8869, -1.4778, 2.3464], [-2.1410, 1.0089, -1.8176], [-3.3250, 1.3747, -0.7870], [-4.5621, 2.2068, -1.7778], [-4.5538, 2.0559, -3.1555], [-5.5547, 2.6585, -3.9075], [-6.5526, 3.3897, -3.2831], [-6.5588, 3.5206, -1.8997], [-5.5653, 2.9266, -1.1401], [-2.8141, 2.7122, 0.2793], [-2.4333, 3.9408, -0.2460], [-1.9055, 4.8985, 0.6007], [-1.7697, 4.6231, 1.9588], [-2.1604, 3.3960, 2.4711], [-2.6824, 2.4223, 1.6285], [-1.9161, 1.7986, -2.4220], [-3.7829, 1.4653, -3.6309], [-5.5524, 2.5499, -4.9838], [-7.3301, 3.8569, -3.8727], [-7.3390, 4.0885, -1.4108], [-5.5602, 3.0359, -0.0625], [-2.5449, 4.1451, -1.3049], [-1.6015, 5.8599, 0.2084], [-1.3552, 5.3750, 2.6179], [-2.0506, 3.1825, 3.5261], [-2.9459, 1.4422, 2.0092], [0.0240, -3.4796, -0.2587], [-0.9217, -2.9916, -1.6934], [-2.5123, -2.7630, -0.9079], [-0.4329, -1.6126, -2.0796], [-0.2837, -4.4893, 0.0144], [-0.1359, -2.7830, 0.5620], [1.0726, -3.4734, -0.5586], [-2.8441, -3.7331, -0.5369], [-3.1943, -2.4099, -1.6797], [-2.4243, -2.0341, -0.1011], [5.0508, 4.4790, 0.2750], [3.8054, 4.0108, 0.2058], [3.1695, 3.9011, -0.9604], [1.8730, 3.4264, -1.0344], [1.2244, 3.2762, -2.3375], [1.5352, 1.9044, -2.9704], [2.5189, 1.8022, -3.6697], [0.6789, 0.9643, -2.7192], [1.2552, 2.9237, 0.0602], [0.1493, 2.3571, 0.0081], [1.8854, 3.1104, 1.2507], [3.1745, 3.6212, 1.4611], [3.6455, 3.7117, 2.5648], [3.6356, 4.1603, -1.8995], [1.6119, 4.0569, -2.9870], [0.1552, 3.4139, -2.1881], [1.4184, 2.7282, 2.0624]],
  "e_homo_ev": -8.6,
  "charge": 0,
  "homo_lumo_gap_ev": 8.73,
  "total_energy_ev": -95347.04116,
  "de_lowest_ev": 0.3243
}

---

# 3
{
  "formula": "C29H30N6O3PPbS5Sb",
  "method": "ωB97M-V/def2-TZVPD",
  "symbols": ["Pb", "N", "C", "C", "C", "C", "C", "C", "S", "O", "O", "N", "C", "N", "C", "C", "C", "N", "H", "H", "H", "H", "H", "H", "H", "H", "H", "S", "Sb", "S", "S", "S", "N", "P", "C", "C", "C", "C", "C", "C", "C", "C", "C", "C", "C", "C", "C", "C", "C", "C", "C", "N", "H", "H", "H", "H", "H", "H", "H", "H", "H", "H", "H", "H", "H", "H", "H", "C", "C", "O", "H", "H", "H", "H", "H", "H"],
  "positions_angstrom": [[-2.1953, -0.4443, 0.4547], [-1.1397, -2.1730, -4.1851], [-0.6928, -2.8396, -3.0300], [0.6352, -3.2388, -2.8864], [1.0678, -3.8438, -1.7097], [0.1683, -4.0625, -0.6793], [-1.1688, -3.7227, -0.8464], [-1.6012, -3.1288, -2.0129], [0.6744, -4.6522, 0.9121], [1.8865, -5.4247, 0.7363], [-0.4804, -5.3435, 1.4399], [0.8419, -3.3321, 1.7846], [1.8692, -2.4781, 1.5980], [2.7851, -2.6588, 0.6181], [3.7436, -1.7551, 0.5181], [3.8501, -0.6488, 1.3400], [2.8538, -0.5407, 2.3027], [1.8905, -1.4229, 2.4534], [-0.4287, -1.5762, -4.5832], [-1.9720, -1.6267, -3.9926], [1.3381, -3.0514, -3.6921], [2.1038, -4.1162, -1.5631], [-1.8719, -3.9271, -0.0476], [-2.6349, -2.8299, -2.1160], [4.4702, -1.9229, -0.2745], [4.6276, 0.0921, 1.2227], [2.8358, 0.3044, 2.9875], [-4.7719, -1.3735, 0.4831], [-5.1587, 0.2351, -1.2058], [-2.9394, 0.2013, -2.0806], [-3.1407, 1.9664, 1.2272], [-4.8925, 2.2739, 0.1421], [0.2374, 3.0289, 0.5403], [-0.0488, 1.8185, -0.6575], [-0.5469, 2.9589, -2.0085], [0.2214, 3.2273, -3.1374], [-0.2666, 4.0543, -4.1414], [-1.5265, 4.6246, -4.0240], [-2.3017, 4.3557, -2.9027], [-1.8227, 3.5202, -1.9078], [1.6375, 1.3474, -1.1997], [2.7723, 2.1375, -1.0298], [3.9958, 1.7208, -1.5291], [4.0970, 0.5046, -2.1994], [2.9780, -0.2991, -2.3436], [1.7547, 0.1187, -1.8365], [0.0426, 2.6870, 1.8713], [-0.2253, 3.6472, 2.8517], [-0.4222, 3.2063, 4.1424], [-0.3503, 1.8475, 4.4295], [-0.0711, 0.9756, 3.3904], [0.1369, 1.3918, 2.1385], [-0.0118, 3.9734, 0.2914], [1.2042, 2.7855, -3.2419], [0.3408, 4.2502, -5.0177], [-1.9097, 5.2652, -4.8098], [-3.2985, 4.7695, -2.8124], [-2.4470, 3.2694, -1.0555], [2.6862, 3.0806, -0.5025], [4.8748, 2.3398, -1.3916], [5.0553, 0.1719, -2.5810], [3.0527, -1.2696, -2.8173], [0.8880, -0.5317, -1.9240], [-0.3130, 4.6936, 2.5881], [-0.6544, 3.9206, 4.9240], [-0.5240, 1.4658, 5.4256], [-0.0085, -0.0985, 3.5386], [-3.1339, -1.3327, 4.0187], [-2.2793, -2.5141, 3.5763], [-0.9268, -2.2284, 3.8504], [-4.1960, -1.5562, 3.9023], [-2.9296, -0.4313, 3.4360], [-2.9303, -1.0996, 5.0668], [-2.4377, -2.7261, 2.5120], [-2.5956, -3.4184, 4.1172], [-0.3505, -2.5919, 3.1447]],
  "e_homo_ev": -2.2,
  "charge": -2,
  "homo_lumo_gap_ev": 6.41,
  "total_energy_ev": -120900.62233,
  "de_lowest_ev": 0.0000
}

---

Q: The highest charge belongs to which entry?
A: C29H30FInN4O9S3

---

Q: Among the records above, which one has the highest charge?
A: C29H30FInN4O9S3

---

Q: Among the records above, which one has the lowest charge?
A: C29H30N6O3PPbS5Sb

---

Q: The lowest charge belongs to which entry?
A: C29H30N6O3PPbS5Sb